1.
21
Properties=species:S:1:pos:R:3 method="wB97M-V/def2-TZVPD" homo_ev=-8.1 energy_ha=-586.79083 charge=0 lumo_energy_ev=0.6 gap_ev=8.7
C 3.18 0.77 -0.61
C 1.72 0.76 -0.19
C 0.79 1.84 -0.15
C -0.46 1.56 0.16
C -0.99 0.22 0.50
O -2.19 -0.05 0.76
N -0.03 -0.76 0.52
C -0.48 -2.07 0.77
C 1.24 -0.50 0.21
H 3.62 1.81 -0.70
H 3.90 0.10 -0.09
H 3.02 0.37 -1.74
H 1.23 2.84 -0.38
H -1.24 2.34 0.21
H -1.51 -2.20 0.35
H 0.28 -2.79 0.40
H -0.66 -2.42 1.88
H 2.03 -1.32 0.38
N -4.01 -1.16 -1.03
N -4.46 -0.20 -0.69
O -4.96 0.84 -0.57


2.
46
Properties=species:S:1:pos:R:3 method="wB97M-V/def2-TZVPD" homo_ev=-7.7 energy_ha=-2174.43626 charge=0 lumo_energy_ev=-0.8 gap_ev=6.9
Y 0.26 0.94 -1.31
O -2.78 6.76 1.24
C -3.50 5.76 1.08
O -4.66 5.49 1.41
C -2.79 4.61 0.33
C -3.47 3.43 0.06
C -2.80 2.39 -0.54
N -1.51 2.46 -0.91
C -0.86 3.63 -0.68
C -1.46 4.70 -0.06
C 0.61 3.69 -1.10
O 1.36 4.48 -0.59
O 0.97 2.77 -2.00
H -4.51 3.36 0.37
H -3.30 1.44 -0.73
H -0.91 5.62 0.14
Cl 4.79 -5.90 -3.75
C 3.89 -4.51 -3.26
C 4.45 -3.62 -2.36
C 3.73 -2.50 -1.97
C 2.45 -2.29 -2.48
C 1.90 -3.19 -3.39
C 2.62 -4.31 -3.78
C 1.68 -1.11 -2.06
O 2.16 -0.28 -1.22
O 0.49 -0.92 -2.53
H 5.45 -3.80 -1.98
H 4.14 -1.79 -1.27
H 0.91 -3.01 -3.78
H 2.21 -5.02 -4.49
C -1.38 -0.33 4.52
C -0.38 -0.13 3.39
S -1.22 -0.22 1.80
O -0.16 0.24 0.79
C -1.31 -2.00 1.56
C 0.03 -2.68 1.35
H -0.85 -0.27 5.48
H -1.86 -1.31 4.48
H -2.16 0.43 4.51
H 0.44 -0.84 3.40
H 0.04 0.88 3.38
H -1.96 -2.12 0.69
H -1.86 -2.37 2.42
H 0.57 -2.24 0.51
H -0.13 -3.73 1.13
H 0.67 -2.62 2.23


3.
12
Properties=species:S:1:pos:R:3 method="wB97M-V/def2-TZVPD" homo_ev=-10.7 energy_ha=-1616.48159 charge=0 lumo_energy_ev=0.7 gap_ev=11.4
C -1.21 -0.79 -0.82
Si 0.59 -1.30 -0.68
Cl 0.83 -2.91 0.51
O 1.24 -0.01 0.21
Si 2.51 0.87 0.67
Cl 3.97 0.66 -0.64
H -1.65 -0.52 0.17
H -1.23 -0.07 -1.70
H -1.75 -1.70 -1.17
H 1.04 -1.29 -2.01
H 2.90 0.35 2.15
H 1.93 2.19 0.62


4.
11
Properties=species:S:1:pos:R:3 method="wB97M-V/def2-TZVPD" homo_ev=-8.2 energy_ha=-281.46754 charge=0 lumo_energy_ev=0.8 gap_ev=9.1
N 1.84 0.25 -0.12
C 0.46 -0.13 0.10
C -0.29 0.86 -0.45
N -1.56 0.36 -0.21
C -1.44 -0.84 0.44
N -0.19 -1.19 0.66
H 2.37 -0.36 -0.74
H 2.39 0.46 0.70
H 1.17 1.21 -0.65
H -2.43 0.79 -0.46
H -2.31 -1.43 0.74


5.
24
Properties=species:S:1:pos:R:3 method="wB97M-V/def2-TZVPD" homo_ev=-8.0 energy_ha=-462.72468 charge=0 lumo_energy_ev=-0.9 gap_ev=7.1
C 2.43 0.21 0.44
C 2.00 -0.77 -0.50
C 0.86 -1.78 -0.12
C 2.75 1.87 0.05
H 2.97 -0.05 1.33
H 2.04 -0.53 -1.64
H -0.20 -1.61 -0.31
H 1.08 -2.72 -0.65
H 0.91 -2.10 0.91
H 3.78 1.96 -0.34
H 2.62 2.48 0.96
H 1.90 2.01 -0.60
H -1.69 0.23 -1.46
H -0.82 1.02 -2.65
O -1.27 1.05 -1.81
H -1.77 -1.35 1.92
H -0.84 0.32 1.68
O -2.13 -0.44 1.99
H -3.52 -1.33 -0.78
H -2.46 -0.69 0.09
O -2.60 -1.05 -0.83
H 0.87 0.51 0.05
H -1.11 1.37 0.40
O -0.43 0.84 0.83


6.
25
Properties=species:S:1:pos:R:3 method="wB97M-V/def2-TZVPD" homo_ev=-12.4 energy_ha=-347.84142 charge=+1 lumo_energy_ev=-7.8 gap_ev=4.5
N -1.43 -0.76 2.64
C -1.04 0.42 1.69
C -1.75 1.68 2.25
C -1.32 0.29 0.23
N 2.13 -0.66 -2.09
C 0.89 -0.56 -1.28
C 0.51 -1.83 -0.40
C 2.54 0.67 -2.68
H -1.70 -1.56 2.11
H 2.15 -1.34 -2.91
H -2.08 -0.59 3.43
H 0.07 0.59 1.96
H -1.29 2.48 1.61
H -1.71 1.82 3.30
H -2.84 1.55 2.08
H -1.70 1.30 -0.28
H -1.90 -0.59 -0.05
H 0.97 0.23 -0.55
H 0.07 -0.31 -1.97
H -0.29 -1.32 0.15
H 1.33 -1.96 0.31
H 0.46 -2.66 -1.09
H 2.58 1.38 -1.84
H 3.54 0.58 -3.18
H 1.81 1.13 -3.45


7.
102
Properties=species:S:1:pos:R:3 method="wB97M-V/def2-TZVPD" homo_ev=-2.2 energy_ha=-6599.72161 charge=-2 lumo_energy_ev=3.0 gap_ev=5.2
Rb -0.88 0.02 -0.20
C 4.45 -0.61 -2.11
C 4.36 -1.43 -0.86
C 5.10 -2.58 -0.70
C 4.99 -3.35 0.45
C 4.11 -2.95 1.44
C 3.36 -1.79 1.32
C 2.40 -1.41 2.41
C 3.49 -1.01 0.16
N 2.71 0.11 -0.08
C 2.96 1.28 0.32
C 4.13 1.65 1.21
C 2.16 2.44 -0.14
C 2.94 3.42 -0.98
N 0.97 2.60 0.22
C 0.21 3.73 -0.07
C 0.10 4.71 0.92
C 0.83 4.52 2.21
C -0.66 5.84 0.68
C -1.33 6.01 -0.52
C -1.24 5.02 -1.48
C -0.48 3.88 -1.29
C -0.44 2.84 -2.36
H 4.97 -1.16 -2.90
H 4.99 0.33 -1.93
H 3.44 -0.35 -2.44
H 5.76 -2.90 -1.50
H 5.57 -4.25 0.56
H 3.99 -3.56 2.33
H 1.91 -2.30 2.79
H 1.65 -0.72 2.04
H 2.93 -0.94 3.24
H 4.50 0.77 1.73
H 3.82 2.40 1.93
H 4.94 2.07 0.61
H 3.43 2.90 -1.80
H 3.70 3.92 -0.38
H 2.27 4.17 -1.38
H 0.64 3.51 2.58
H 0.51 5.25 2.95
H 1.91 4.62 2.07
H -0.73 6.61 1.44
H -1.93 6.89 -0.70
H -1.78 5.14 -2.42
H -0.50 3.31 -3.34
H -1.31 2.19 -2.23
H 0.45 2.23 -2.30
O -4.70 2.36 1.98
As -3.79 0.89 1.22
O -3.49 -0.03 2.53
O -2.53 1.66 0.57
C -5.33 0.35 0.16
C -6.62 0.61 0.62
C -7.72 0.26 -0.14
C -7.54 -0.32 -1.39
C -6.26 -0.59 -1.85
C -5.18 -0.26 -1.07
S -3.52 -0.72 -1.52
O -2.86 0.46 -2.07
O -3.62 -1.77 -2.53
O -2.93 -1.19 -0.27
H -4.15 3.09 1.68
H -6.74 1.07 1.59
H -8.72 0.42 0.24
H -8.40 -0.58 -1.99
H -6.09 -1.08 -2.80
N -1.35 -0.33 7.72
C -0.15 0.19 7.40
S 0.93 0.46 8.63
C 0.15 0.50 6.00
C 1.41 1.01 5.66
C 1.66 1.32 4.35
N 0.78 1.17 3.37
C -0.41 0.68 3.67
C -0.77 0.33 4.97
H -1.53 -0.53 8.69
H -2.05 -0.54 7.03
H 2.15 1.17 6.43
H 2.62 1.73 4.05
H -1.13 0.59 2.87
H -1.77 -0.05 5.11
N 1.26 -1.88 -4.15
C 0.51 -0.89 -3.59
O 0.99 -0.02 -2.89
C -0.93 -0.89 -4.03
I -0.99 0.05 -5.94
H 2.13 -2.07 -3.69
H 0.78 -2.71 -4.46
H -1.56 -0.30 -3.37
H -1.34 -1.88 -4.16
F 3.08 -8.49 0.44
C 2.73 -7.25 0.01
C 1.88 -6.45 0.76
F 1.42 -6.92 1.94
C 1.53 -5.20 0.32
F 0.72 -4.44 1.09
C 1.98 -4.67 -0.91
S 1.50 -3.16 -1.49
C 2.85 -5.51 -1.65
F 3.33 -5.09 -2.84
C 3.22 -6.76 -1.20
F 4.05 -7.54 -1.95


8.
10
Properties=species:S:1:pos:R:3 method="wB97M-V/def2-TZVPD" homo_ev="-6.4 / -11.1" s_squared=2.010 energy_ha=-2964.92121 charge=0 spin_multiplicity=3 lumo_energy_ev="0.6 / -3.8" gap_ev="7.0 / 7.3"
C -1.31 0.44 0.67
C 0.91 -0.67 -0.18
C 0.19 0.63 -0.24
O -1.64 1.13 1.56
F 0.83 1.69 0.24
F -0.08 0.93 -1.53
Br -2.19 -1.23 0.18
H 0.21 -1.47 -0.25
H 1.44 -0.65 -1.03
H 1.64 -0.81 0.59